# 1
Computed, not measured: 2 unconnected molecules or ions with the total composition C2H3NO3 in a non-equilibrium geometry, with ωB97M-V with the def2-TZVPD basis set.

## Properties
HOMO level   -0.3471 Ha
Gap between HOMO and LUMO   9.674 eV
SMILES   C=C=O.O=NO
Energy above the lowest of the compared OMol25 structures with the same formula, charge and spin   495.7 kJ/mol
F_max   1.5 eV/Å

ORCA input file:
```
! wB97M-V def2-TZVPD RIJCOSX def2/J DEFGRID3
* xyz 0 1
C 0.929 0.561 0.028
C 0.402 -0.599 -0.193
O -0.069 -1.625 -0.443
H 1.374 1.041 -0.788
H 1.036 1.107 0.923
O -2.172 0.850 -0.351
N -1.925 -0.065 0.336
O -2.907 -1.075 0.335
H -2.410 -1.863 0.599
*
```

Okay, here come the natural (NBO) numbers, in e, for every atom:
1 C -0.781
2 C 0.734
3 O -0.488
4 H 0.261
5 H 0.267
6 O -0.255
7 N 0.341
8 O -0.562
9 H 0.483



# 2
Computed, not measured: 2 unconnected molecules or ions with the total composition C15H34BrNO2, with ωB97M-V with the def2-TZVPD basis set.

## Properties
HOMO level   -0.3416 Ha
Gap between HOMO and LUMO   10.084 eV
SMILES   CCCC[C@H](OC[C@@H](C)CCC)[C@@H](N)Br.CC(C)O
Energy above the lowest of the compared OMol25 structures with the same formula, charge and spin   17.2 kJ/mol
F_max   0.5 eV/Å

ORCA input file:
```
! wB97M-V def2-TZVPD RIJCOSX def2/J DEFGRID3
* xyz 0 1
C 5.198 0.506 -0.334
C 4.850 0.306 -1.811
C 3.373 -0.028 -2.027
C 3.046 -1.465 -1.630
C 1.614 -1.688 -1.144
O 1.337 -0.794 -0.103
C -0.050 -0.634 0.218
C -0.690 0.587 -0.430
C 0.246 1.806 -0.343
C -1.212 0.393 -1.860
C -2.631 -0.157 -1.954
C -2.868 -1.491 -1.250
C 1.471 -3.160 -0.672
N 1.209 -3.233 0.725
Br 0.017 -4.074 -1.655
H 6.092 1.110 -0.206
H 5.371 -0.446 0.163
H 4.372 0.990 0.186
H 5.447 -0.523 -2.199
H 5.126 1.186 -2.387
H 3.148 0.096 -3.086
H 2.767 0.662 -1.453
H 3.729 -1.812 -0.850
H 3.198 -2.127 -2.482
H 0.937 -1.545 -1.987
H -0.091 -0.507 1.300
H -0.583 -1.553 -0.010
H -1.564 0.817 0.178
H 0.948 1.709 0.480
H -0.343 2.709 -0.195
H 0.805 1.921 -1.268
H -1.219 1.374 -2.340
H -0.549 -0.230 -2.462
H -2.876 -0.286 -3.009
H -3.336 0.578 -1.565
H -3.791 -1.948 -1.601
H -2.941 -1.376 -0.170
H -2.068 -2.201 -1.465
H 2.345 -3.726 -0.986
H 1.716 -2.517 1.227
H 1.392 -4.151 1.098
C -2.580 2.625 3.940
C -3.423 2.161 2.764
C -4.886 1.992 3.143
O -2.901 0.951 2.215
H -2.617 1.888 4.746
H -1.538 2.744 3.641
H -2.940 3.577 4.333
H -3.343 2.887 1.953
H -4.988 1.237 3.927
H -5.470 1.664 2.284
H -5.308 2.926 3.515
H -2.950 0.271 2.896
*
```

Okay, here come the natural (NBO) numbers, in e, for every atom:
1 C -0.612
2 C -0.388
3 C -0.406
4 C -0.396
5 C 0.067
6 O -0.564
7 C -0.064
8 C -0.274
9 C -0.599
10 C -0.387
11 C -0.390
12 C -0.622
13 C -0.047
14 N -0.852
15 Br -0.075
16 H 0.210
17 H 0.200
18 H 0.205
19 H 0.191
20 H 0.202
21 H 0.202
22 H 0.216
23 H 0.195
24 H 0.210
25 H 0.186
26 H 0.187
27 H 0.200
28 H 0.231
29 H 0.210
30 H 0.205
31 H 0.202
32 H 0.202
33 H 0.191
34 H 0.197
35 H 0.193
36 H 0.208
37 H 0.203
38 H 0.211
39 H 0.188
40 H 0.389
41 H 0.372
42 C -0.630
43 C 0.095
44 C -0.630
45 O -0.724
46 H 0.197
47 H 0.219
48 H 0.212
49 H 0.174
50 H 0.197
51 H 0.220
52 H 0.212
53 H 0.461



# 3
Computed, not measured: a molecular structure, C40H74B2Br2Cl22NO8PS2 in a non-equilibrium geometry, with ωB97M-V with the def2-TZVPD basis set.

## Properties
HOMO level   -0.2799 Ha
Gap between HOMO and LUMO   7.827 eV
F_max   16.2 eV/Å

ORCA input file:
```
! wB97M-V def2-TZVPD RIJCOSX def2/J DEFGRID3
* xyz 0 1
C -5.361 -1.527 -7.028
C -4.417 -0.862 -6.904
C -3.243 0.000 -6.649
C -3.103 0.285 -5.107
C -1.691 -0.124 -4.647
C -1.420 -0.400 -3.160
B -2.124 -1.838 -2.819
C -3.017 -2.711 -3.816
O -1.911 -2.408 -1.586
C -2.033 0.576 -2.089
S -3.828 0.014 -1.949
B -2.263 2.130 -2.536
O -3.326 2.796 -1.931
C -1.534 3.009 -3.620
C -0.892 4.319 -3.004
C -1.463 0.427 -0.610
C -1.553 1.675 0.268
O -0.547 2.665 0.064
C -0.703 3.572 1.102
C 0.157 3.374 2.341
O -1.498 4.428 1.024
S 0.132 -0.412 -0.379
O 1.176 0.411 0.145
O -0.078 -1.452 0.566
O 0.613 -1.104 -1.722
C 0.125 -0.668 -3.010
C 0.707 -1.618 -4.102
Br 1.303 -0.834 -5.801
C 0.883 -2.929 -4.007
C 0.539 -3.735 -2.773
Br 1.625 -3.911 -5.520
P 1.145 0.938 -3.373
N 2.740 0.350 -3.084
O 0.859 2.040 -2.166
H -6.152 -2.272 -6.998
H -3.460 0.938 -7.174
H -2.326 -0.394 -7.093
H -3.926 -0.254 -4.641
H -3.329 1.354 -5.004
H -1.479 -0.999 -5.269
H -1.001 0.628 -5.054
H -3.175 -3.731 -3.422
H -2.562 -2.869 -4.804
H -4.028 -2.313 -3.954
H -2.201 -3.323 -1.580
H -3.943 -0.793 -0.867
H -3.896 3.128 -2.633
H -0.770 2.548 -4.246
H -2.312 3.384 -4.309
H 0.172 4.303 -3.258
H -1.028 4.388 -1.926
H -1.289 5.195 -3.525
H -2.146 -0.259 -0.104
H -1.404 1.297 1.302
H -2.562 2.108 0.297
H -0.470 3.059 3.179
H 0.859 2.564 2.109
H 0.702 4.300 2.566
H 1.024 -4.713 -2.868
H 0.956 -3.317 -1.841
H -0.517 -3.990 -2.675
H 3.391 0.950 -3.575
H 2.968 0.356 -2.091
H 1.661 2.191 -1.654
Cl 3.406 -6.326 -3.789
C 2.482 -7.751 -3.268
C 1.680 -8.358 -4.394
Cl 0.340 -7.304 -4.916
H 1.848 -7.452 -2.444
H 3.203 -8.479 -2.899
H 1.235 -9.295 -4.063
H 2.303 -8.563 -5.262
Cl 2.453 -6.745 1.880
C 3.068 -5.087 2.112
C 1.981 -4.050 1.988
Cl 1.341 -3.837 0.328
H 3.870 -4.916 1.398
H 3.490 -5.054 3.116
H 2.377 -3.078 2.281
H 1.142 -4.289 2.638
Cl -7.541 -3.458 -6.848
C -9.096 -4.288 -6.554
C -8.905 -5.669 -5.980
Cl -8.178 -6.791 -7.157
H -9.643 -4.317 -7.493
H -9.655 -3.671 -5.852
H -9.871 -6.086 -5.698
H -8.270 -5.649 -5.097
Cl 2.593 4.641 4.040
C 3.292 6.204 4.543
C 2.248 7.289 4.621
Cl 1.620 7.731 3.013
H 4.084 6.459 3.843
H 3.741 6.049 5.523
H 2.684 8.188 5.050
H 1.406 6.988 5.241
Cl 5.172 8.370 6.224
C 5.864 9.938 6.718
C 4.818 11.019 6.797
Cl 4.181 11.457 5.191
H 6.653 10.193 6.014
H 6.312 9.789 7.697
H 5.255 11.921 7.224
H 3.981 10.716 7.422
Cl 5.786 -4.933 -1.784
C 6.519 -3.958 -3.068
C 5.905 -2.585 -3.157
Cl 4.201 -2.690 -3.644
H 6.389 -4.515 -3.994
H 7.586 -3.873 -2.868
H 6.445 -1.999 -3.899
H 5.937 -2.049 -2.210
Cl -5.296 2.834 2.408
C -4.244 3.983 3.275
C -3.536 3.342 4.441
Cl -4.657 2.907 5.757
H -4.856 4.824 3.593
H -3.511 4.347 2.554
H -2.812 4.040 4.859
H -3.007 2.440 4.138
Cl 5.931 -6.171 3.409
C 6.708 -5.160 2.162
C 6.138 -3.765 2.124
Cl 4.460 -3.746 1.533
H 6.596 -5.661 1.203
H 7.769 -5.118 2.405
H 6.722 -3.147 1.443
H 6.155 -3.298 3.106
Cl 6.389 9.845 10.277
C 5.588 8.603 11.272
C 4.609 7.783 10.469
Cl 3.192 8.736 9.960
H 5.102 9.102 12.108
H 6.372 7.959 11.669
H 4.237 6.958 11.074
H 5.074 7.369 9.576
Cl -5.547 -4.103 -0.644
C -6.488 -3.631 0.795
C -6.549 -2.135 0.964
Cl -4.962 -1.451 1.390
H -6.042 -4.113 1.663
H -7.493 -4.028 0.662
H -7.232 -1.879 1.772
H -6.897 -1.643 0.058
Cl -2.465 -3.998 2.145
C -1.430 -2.837 3.013
C -0.723 -3.467 4.185
Cl -1.845 -3.909 5.499
H -2.052 -2.001 3.326
H -0.700 -2.469 2.292
H -0.007 -2.761 4.604
H -0.184 -4.364 3.890
*
```

Mulliken atomic charge list, values in e, 99 entries:
1 C -0.436
2 C 0.217
3 C -0.806
4 C -0.492
5 C -2.710
6 C 2.471
7 B -0.008
8 C -1.038
9 O -0.182
10 C 0.611
11 S -0.232
12 B 0.153
13 O -0.517
14 C -0.052
15 C -1.148
16 C -0.917
17 C -2.558
18 O 0.309
19 C 0.476
20 C -0.736
21 O -0.542
22 S 1.170
23 O -0.658
24 O -0.272
25 O -0.191
26 C 0.794
27 C -1.005
28 Br -0.108
29 C -0.326
30 C 0.115
31 Br -0.139
32 P -0.372
33 N -0.043
34 O -0.539
35 H -0.284
36 H 0.418
37 H 0.436
38 H 0.498
39 H 0.120
40 H 0.873
41 H 0.646
42 H 0.414
43 H 0.245
44 H 0.228
45 H 0.239
46 H -0.123
47 H 0.366
48 H 0.170
49 H 0.632
50 H 0.293
51 H 0.100
52 H 0.311
53 H 0.965
54 H 0.913
55 H 0.300
56 H 0.318
57 H 0.420
58 H -0.020
59 H 0.331
60 H -0.734
61 H 0.251
62 H 0.280
63 H 0.270
64 H 0.388
65 Cl -0.084
66 C -0.629
67 C -0.436
68 Cl -0.151
69 H 0.297
70 H 0.371
71 H 0.336
72 H 0.296
73 Cl -0.286
74 C 0.157
75 C -0.672
76 Cl 0.089
77 H -0.054
78 H 0.440
79 H 0.548
80 H -0.387
81 Cl -0.085
82 C -0.336
83 C -0.428
84 Cl -0.174
85 H 0.317
86 H 0.286
87 H 0.304
88 H 0.310
89 Cl -0.164
90 C -0.502
91 C -0.122
92 Cl -0.204
93 H 0.388
94 H 0.234
95 H 0.052
96 H 0.334
97 Cl -0.144
98 C -0.172
99 C -0.385



# 4
Computed, not measured: 2 unconnected molecules or ions with the total composition C3H9NOS in a non-equilibrium geometry, with ωB97M-V with the def2-TZVPD basis set.

## Properties
HOMO level (spin up / spin down)   -0.3150 / -0.3250 Ha
Gap between HOMO and LUMO (spin up / spin down)   7.726 / 8.536 eV
Energy above the lowest of the compared OMol25 structures with the same formula, charge and spin   626.0 kJ/mol
F_max   3.3 eV/Å

ORCA input file:
```
! wB97M-V def2-TZVPD RIJCOSX def2/J DEFGRID3
* xyz 0 1
C 0.728 1.937 0.963
C 1.036 0.469 1.135
C 0.333 -0.605 -1.014
N -2.085 -1.815 -1.540
O -1.972 -0.055 0.139
S -1.228 -1.126 -0.519
H 0.837 2.541 1.993
H 1.311 2.434 0.191
H -0.302 2.102 0.656
H 0.596 -0.220 1.852
H 1.964 -0.013 0.722
H 0.200 -0.062 -1.946
H 1.268 -1.130 -0.953
H -1.746 -2.479 -2.232
H -0.938 -1.978 0.556
*
```

Okay, here come the natural (NBO) numbers, in e, for every atom:
1 C -0.699
2 C -0.189
3 C -0.750
4 N -1.170
5 O -0.955
6 S 1.865
7 H 0.228
8 H 0.225
9 H 0.260
10 H 0.198
11 H 0.194
12 H 0.228
13 H 0.231
14 H 0.389
15 H -0.054